Entry 1:
Below is 10 unconnected molecules or ions with the total composition C53H102ClNO15S in a non-equilibrium geometry, with properties calculated with wB97M-V/def2-TZVPD.

```
173
Properties=species:S:1:pos:R:3
C -4.67028 3.35815 4.56439
C -3.65310 2.98253 4.03530
C -2.71190 2.25470 3.16802
C -2.67393 2.41974 1.84133
C -3.64403 3.39228 1.16773
C -5.08271 2.72986 1.19997
C -5.32364 1.87886 -0.09286
C -6.78699 1.32469 -0.05180
C -6.89851 -0.19658 -0.42452
C -7.41028 -1.02501 0.80656
C -6.95890 -2.51569 0.78455
O -6.71992 -2.93921 2.12754
C -5.58554 -3.78972 2.19373
C -1.60574 1.63371 1.06814
O -1.11475 2.19152 0.12072
C -1.23292 0.24648 1.59080
C -1.32558 0.07534 2.99854
C -1.02118 -1.14237 3.62630
Cl -1.08646 -1.39382 5.35295
C -0.63686 -2.22202 2.78429
C -0.31463 -3.48301 3.47116
C -0.29822 -4.66625 3.72053
C -0.53869 -2.07986 1.38684
C -0.11948 -3.31314 0.57795
C 1.43120 -3.28612 0.30359
O 2.02762 -2.09029 0.83999
C 1.85324 -3.49731 -1.18206
N 0.96902 -4.35216 -1.97869
C -0.81485 -0.84012 0.75912
S -0.66085 -0.55051 -1.01943
C -2.18067 0.17344 -1.72817
O 0.44910 0.36072 -1.18747
O -0.38677 -1.73946 -1.80579
C -1.75603 1.28209 3.86738
O -1.36312 1.47828 4.98178
H -5.53577 3.64663 5.14382
H -3.40197 3.51697 0.09517
H -3.66428 4.37697 1.66964
H -5.15097 2.01669 2.03905
H -5.83890 3.52556 1.32660
H -5.14271 2.47185 -1.00663
H -4.65140 0.99474 -0.02734
H -7.37626 1.87756 -0.81477
H -7.27672 1.53523 0.91604
H -5.94103 -0.60017 -0.81483
H -7.65413 -0.32433 -1.22689
H -7.07204 -0.57622 1.75851
H -8.51864 -0.96717 0.77924
H -6.02035 -2.58548 0.19199
H -7.75055 -3.15733 0.33916
H -4.70838 -3.19347 1.84224
H -5.36875 -4.12573 3.22142
H -5.66139 -4.68746 1.54636
H 0.01080 -5.67086 4.05107
H -0.73116 -3.43399 -0.33327
H -0.31324 -4.22713 1.17324
H 1.88933 -4.11968 0.88133
H 2.65725 -2.36256 1.51708
H 2.04772 -2.54772 -1.71221
H 2.83958 -4.01493 -1.15324
H 0.48318 -5.05028 -1.43134
H 0.34396 -3.80641 -2.55827
H -1.93963 0.77527 -2.61673
H -2.80763 0.67874 -0.98056
H -2.76204 -0.70376 -2.08360
C 2.56096 -2.61819 -5.68062
C 3.70059 -3.49041 -5.17520
C 3.60278 -4.90364 -5.73037
O 3.67207 -3.53355 -3.75223
H 1.59489 -3.02092 -5.36233
H 2.63771 -1.61101 -5.26734
H 2.56775 -2.55000 -6.77067
H 4.65661 -3.04841 -5.46316
H 2.67052 -5.37990 -5.41378
H 4.41997 -5.52051 -5.35233
H 3.64109 -4.90383 -6.82189
H 2.82744 -3.92416 -3.48376
C 2.74483 -9.23347 2.73505
C 2.25228 -7.84667 3.11313
C 3.18728 -7.18381 4.11045
O 0.93821 -7.94220 3.67422
H 2.78774 -9.88283 3.61462
H 2.06050 -9.70303 2.02539
H 3.73846 -9.18763 2.28638
H 2.17296 -7.22794 2.21709
H 3.24597 -7.76561 5.03543
H 2.81847 -6.19181 4.38261
H 4.19191 -7.08295 3.69851
H 0.99303 -8.48717 4.46720
C 0.95943 3.64137 -2.86062
C 0.49454 5.04304 -2.49431
C 1.42691 5.69006 -1.48409
O -0.82612 4.98337 -1.95154
H 0.97350 2.99269 -1.97976
H 0.27443 3.18631 -3.57879
H 1.96058 3.65849 -3.29586
H 0.44343 5.66022 -3.39400
H 1.45815 5.11373 -0.55505
H 1.07088 6.68955 -1.22533
H 2.44259 5.77093 -1.87616
H -0.79236 4.43961 -1.15430
C 2.38612 2.70856 1.26138
C 2.08965 2.99717 2.72573
C 0.94549 3.99034 2.87604
O 3.25937 3.51826 3.35643
H 2.68689 3.62252 0.74030
H 3.21364 2.00332 1.17026
H 1.51434 2.28916 0.75305
H 1.83670 2.06643 3.23854
H 1.19438 4.94811 2.40879
H 0.75029 4.19378 3.93072
H 0.02943 3.60881 2.41895
H 3.49262 4.34051 2.91165
C 7.97587 -7.26383 1.10014
C 7.24765 -7.08019 2.42097
C 8.15111 -7.40237 3.60117
O 6.09985 -7.93093 2.45401
H 8.29993 -8.29691 0.98367
H 7.31355 -7.04063 0.26151
H 8.85141 -6.61486 1.03519
H 6.88959 -6.05202 2.50333
H 8.48399 -8.44357 3.56088
H 7.61185 -7.27676 4.54166
H 9.03059 -6.75563 3.61396
H 6.40565 -8.84650 2.38213
C 7.92295 -10.91396 -0.15279
C 7.93237 -11.75884 1.10938
C 7.81985 -13.24057 0.78854
O 6.84322 -11.36537 1.95155
H 6.98842 -11.04660 -0.70578
H 7.99450 -9.85818 0.10083
H 8.75426 -11.17202 -0.81142
H 8.85198 -11.57418 1.66773
H 6.88166 -13.45436 0.26838
H 7.81722 -13.83190 1.70567
H 8.64887 -13.57284 0.16138
H 6.02402 -11.52421 1.46836
C -5.68744 8.63728 5.26092
C -4.94308 7.31705 5.13215
C -3.55794 7.39751 5.75474
O -4.82509 6.96974 3.75225
H -5.15054 9.43676 4.74244
H -6.67462 8.56668 4.80090
H -5.80976 8.92214 6.30765
H -5.51646 6.52372 5.61597
H -2.95109 8.15654 5.25264
H -3.03352 6.44663 5.64476
H -3.61504 7.64400 6.81673
H -4.31968 7.66411 3.31507
C -3.12240 9.28590 -2.30318
C -1.72797 9.27624 -2.91052
C -1.68949 8.45437 -4.18955
O -0.80122 8.73871 -1.96962
H -3.43777 8.27150 -2.04235
H -3.13413 9.87040 -1.38130
H -3.85241 9.71040 -2.99530
H -1.41260 10.29991 -3.12181
H -1.95806 7.41262 -3.99026
H -0.68166 8.44685 -4.61029
H -2.37764 8.85531 -4.93762
H -1.07001 7.83098 -1.77470
C -1.25040 11.31243 -7.92329
C -2.02188 10.01857 -8.13322
C -2.03176 9.61022 -9.59833
O -3.36330 10.18398 -7.67402
H -1.71155 12.13342 -8.48017
H -1.26065 11.59729 -6.86974
H -0.21288 11.21167 -8.24745
H -1.57389 9.22370 -7.53407
H -2.51867 10.37494 -10.21060
H -2.59681 8.68661 -9.73416
H -1.01798 9.45757 -9.97336
H -3.77022 10.88448 -8.19561
```

Computed properties:
HOMO	-0.329	Eh
SMILES	C#CC1=C(CCCCCCCOC)C(=O)c2c(c(Cl)c(C#C)c(C[C@H](O)CN)c2S(C)(=O)=O)C1=O.CC(C)O.CC(C)O.CC(C)O.CC(C)O.CC(C)O.CC(C)O.CC(C)O.CC(C)O.CC(C)O
F_max	3.59	eV/Å
Kohn-Sham gap	7.6	eV


Entry 2:
Below is a molecular structure, C6H10O in a non-equilibrium geometry, with properties calculated with wB97M-V/def2-TZVPD.

```
17
Properties=species:S:1:pos:R:3
C -2.29965 -0.25310 0.31304
C -0.97889 -0.01091 -0.40630
C -0.02453 1.04810 0.23585
C 1.11811 0.04529 -0.02651
C 2.52543 0.30740 -0.23478
O 2.64887 -0.85893 0.46331
C 0.15513 -1.05985 -0.25071
H -2.13457 -0.40280 1.38688
H -2.97933 0.60052 0.19740
H -2.81166 -1.14054 -0.07556
H -1.16014 0.18598 -1.46938
H 0.08585 2.00127 -0.31205
H -0.28293 1.27426 1.26957
H 2.93444 0.47463 -1.23315
H 2.76842 1.15786 0.42710
H 0.03639 -1.56585 0.72090
H 0.39905 -1.80333 -1.00560
```

Computed properties:
HOMO	-0.330	Eh
F_max	1.31	eV/Å
Kohn-Sham gap	9.5	eV


Entry 3:
Below is a molecular structure, C5H11FN2 in a non-equilibrium geometry, with properties calculated with wB97M-V/def2-TZVPD.

```
19
Properties=species:S:1:pos:R:3
C 2.25358 -0.88457 0.49258
C 0.49252 0.19742 -0.90612
C -0.68497 1.13324 -0.47493
C -0.78533 -0.25486 -0.04107
C -1.98553 -1.29705 -0.40821
H 1.69364 -1.05030 1.72074
H 3.35459 -0.48307 0.54084
H 2.22016 -1.84907 -0.38081
H 1.72835 1.31376 0.09322
H 0.28276 -0.14646 -1.95687
H -1.22092 1.47669 -1.24259
H -0.89609 1.99710 1.59992
H 0.14755 2.74570 0.56865
H -2.62745 -1.34885 -1.48790
H -2.61346 -0.96279 0.60501
H -1.60271 -2.24895 -0.23450
N 1.74398 0.23119 -0.39915
N -0.66166 2.04588 0.56599
F -0.83902 -0.61501 1.34520
```

Computed properties:
HOMO	-0.313	Eh
F_max	5.94	eV/Å
Kohn-Sham gap	9.4	eV


Entry 4:
Below is a gas-phase ion, C3H2O3P (charge -1) in a non-equilibrium geometry, with properties calculated with wB97M-V/def2-TZVPD.

```
9
Properties=species:S:1:pos:R:3
O -0.19836 -2.01387 1.89472
C -0.41323 -0.95004 1.45062
C -0.67282 0.24362 1.03552
P -0.75972 0.76929 -0.71939
C 0.80041 -0.18214 -1.49587
O 1.17110 0.39830 -2.50010
O 1.13661 -1.17440 -0.88489
H -1.04650 0.97570 1.73181
H -0.01750 1.93354 -0.51242
```

Computed properties:
HOMO	-0.130	Eh
SMILES	O=C=CPC(=O)[O-]
total charge	-1
F_max	1.52	eV/Å
Kohn-Sham gap	7.4	eV


Entry 5:
Below is a single C4H9N3O molecule in a non-equilibrium geometry, with properties calculated with wB97M-V/def2-TZVPD.

```
17
Properties=species:S:1:pos:R:3
C -1.92154 0.35223 0.35761
C -0.52090 0.32821 -0.16470
C -0.22543 1.18203 -1.35944
C 0.40955 -0.50842 0.39745
N 0.11497 -1.31491 1.50384
N 1.36646 -1.04854 -0.47216
N 2.45570 -0.74829 0.53060
O 3.45723 -0.22115 0.07925
H -2.02525 1.12895 1.12216
H -2.62698 0.57275 -0.44154
H -2.19108 -0.60042 0.80860
H -0.38307 0.61512 -2.28111
H 0.80696 1.52910 -1.36480
H -0.92827 2.01327 -1.39950
H -0.23890 -0.80124 2.29802
H 0.92373 -1.86177 1.76930
H 1.52681 -0.61694 -1.38357
```

Computed properties:
HOMO	-0.280	Eh
SMILES	CC(C)=C(N)NN=O
F_max	5.28	eV/Å
Kohn-Sham gap	7.5	eV


Entry 6:
Below is a molecular structure, C36H49BF2N10O4S4Y in a non-equilibrium geometry, with properties calculated with wB97M-V/def2-TZVPD.

```
107
Properties=species:S:1:pos:R:3
Y 0.90022 0.29053 0.20628
C -1.39500 4.54613 -0.75555
C -2.21800 3.44737 -0.16875
C -3.20094 3.68094 0.73353
C -3.91894 2.60169 1.31017
N -3.65146 1.37731 0.97925
N -2.70244 1.13232 0.04837
B -2.82227 -0.36123 -0.38875
N -3.49041 -1.17998 0.70367
N -4.80426 -1.39610 0.49143
C -5.46218 -2.07337 1.38036
C -4.81218 -2.57229 2.54426
C -3.49238 -2.35603 2.75716
C -2.77583 -2.86746 3.96242
C -2.77668 -1.59728 1.76114
S -1.11965 -1.27069 1.94091
C -6.93928 -2.32695 1.13265
C -7.74711 -1.80533 2.32884
C -7.15676 -3.83860 0.98560
C -7.40430 -1.61988 -0.13811
N -3.51795 -0.42748 -1.78454
N -4.60492 0.15305 -2.26709
C -4.86140 -0.10997 -3.52713
C -4.00858 -0.94913 -4.30039
C -2.87374 -1.51038 -3.78713
C -1.92404 -2.38418 -4.53752
C -2.65403 -1.18455 -2.43528
S -1.46253 -1.54422 -1.21680
C -6.11034 0.49617 -4.14300
C -6.82122 1.40444 -3.14314
C -5.71918 1.31270 -5.38190
C -7.05036 -0.64837 -4.54801
C -1.96899 2.08431 -0.54872
S -0.77762 1.71382 -1.71856
C -5.04921 2.83286 2.30162
C -6.13516 3.65580 1.59350
C -5.64416 1.50435 2.76065
C -4.52712 3.60201 3.52141
H -1.70979 5.51022 -0.36049
H -1.47509 4.55632 -1.84293
H -0.34002 4.38335 -0.52621
H -3.42984 4.69644 1.03212
H -5.38295 -3.13933 3.26864
H -3.45350 -3.43412 4.59802
H -2.35142 -2.04030 4.53311
H -1.93806 -3.49986 3.66690
H -7.50112 -2.33166 3.25214
H -8.81211 -1.95234 2.14376
H -7.57587 -0.73937 2.48910
H -6.87600 -4.38209 1.88929
H -6.57545 -4.23918 0.15308
H -8.21108 -4.04281 0.79299
H -7.24420 -0.54226 -0.07921
H -8.46991 -1.80744 -0.27933
H -6.86792 -1.98248 -1.01611
H -4.27094 -1.13661 -5.33409
H -2.24712 -2.52159 -5.56706
H -1.84599 -3.36188 -4.05930
H -0.92442 -1.94638 -4.53747
H -6.18077 2.22797 -2.82561
H -7.12765 0.85831 -2.25112
H -7.71058 1.82173 -3.61691
H -5.01260 2.10367 -5.12436
H -6.60906 1.77934 -5.80557
H -5.27310 0.69581 -6.16359
H -7.34518 -1.24030 -3.67957
H -6.59276 -1.31779 -5.27868
H -7.95414 -0.23829 -5.00052
H -6.50544 3.13191 0.71009
H -5.76949 4.63543 1.28048
H -6.97402 3.81865 2.27142
H -6.04967 0.94166 1.91861
H -6.44940 1.70202 3.47038
H -4.89762 0.87689 3.25016
H -4.03644 4.53832 3.24694
H -3.82060 2.99732 4.09200
H -5.36065 3.85331 4.17877
O 2.36069 0.29549 1.98113
C 2.36969 0.88650 3.06607
C 1.36818 1.77990 3.56433
C 1.57878 2.31139 4.84670
C 0.65712 3.16366 5.38196
C -0.49559 3.52579 4.67347
C -0.71122 3.02170 3.42078
C 0.20920 2.13194 2.81326
O -0.00890 1.66719 1.63306
N 0.87430 3.70812 6.72716
O 0.06083 4.51234 7.13678
O 1.92193 3.43874 7.27812
H 3.23846 0.73027 3.72044
H 2.46074 2.04716 5.41549
H -1.20151 4.20198 5.13579
H -1.59190 3.28998 2.85976
N 2.15704 0.37836 -2.18523
N 3.36360 1.08487 -2.22336
C 3.59504 2.11798 -1.39319
N 4.75734 2.75742 -1.57813
S 2.50627 2.62611 -0.21578
H 2.34384 -0.61526 -2.29193
H 1.54885 0.70565 -2.93042
H 4.02652 0.84648 -2.94463
H 5.44553 2.45888 -2.24824
H 4.99788 3.49512 -0.94000
F 1.48954 -2.30042 -1.44227
C 1.79708 -1.83130 -0.13136
F 3.12574 -1.33274 -0.29772
H 1.90316 -2.74249 0.45929
```

Computed properties:
HOMO	-0.384	Eh
total charge	+1
F_max	1.44	eV/Å
Kohn-Sham gap	7.7	eV


Q: Look up the F_max of the fourth one.
A: 1.52 eV/Å


What did the fourth record say?
Below is a gas-phase ion, C3H2O3P (charge -1) in a non-equilibrium geometry, with properties calculated with wB97M-V/def2-TZVPD.

```
9
Properties=species:S:1:pos:R:3
O -0.19836 -2.01387 1.89472
C -0.41323 -0.95004 1.45062
C -0.67282 0.24362 1.03552
P -0.75972 0.76929 -0.71939
C 0.80041 -0.18214 -1.49587
O 1.17110 0.39830 -2.50010
O 1.13661 -1.17440 -0.88489
H -1.04650 0.97570 1.73181
H -0.01750 1.93354 -0.51242
```

Computed properties:
HOMO	-0.130	Eh
SMILES	O=C=CPC(=O)[O-]
total charge	-1
F_max	1.52	eV/Å
Kohn-Sham gap	7.4	eV


Q: Which of these has the highest F_max?
A: C5H11FN2


Q: What is the Kohn-Sham gap in the third record?
A: 9.4 eV